ORCA calculation (ωB97M-V/def2-TZVPD) on an isolated molecule of C6H8S.

Structure (SMILES): SC1C=CCC=C1
HOMO energy in eV: -8.941
Kohn-Sham gap in eV: 9.91
E in eV: -17185.951
LUMO level in eV: 0.97
Molar mass in g/mol: 112.20
Energy above the lowest of the compared OMol25 structures with the same formula, charge and spin in kJ/mol: 50.1
Total charge: 0

Each line ends with the Löwdin charge.
Positions of all 15 atoms, in Å:
S -2.383 0.395 1.382  0.75
C -0.653 -0.191 1.157  -0.65
C -0.585 -1.235 0.041  -0.13
C 0.197 -1.074 -1.020  -0.11
C 1.101 0.088 -1.240  -0.20
C 1.064 1.045 -0.118  -0.10
C 0.282 0.939 0.964  -0.14
H -2.522 0.906 0.202  -0.17
H -0.485 -0.704 2.103  0.09
H -1.236 -2.136 0.208  0.12
H 0.217 -1.872 -1.751  0.10
H 0.829 0.627 -2.165  0.12
H 2.123 -0.325 -1.357  0.13
H 1.715 1.871 -0.175  0.09
H 0.335 1.666 1.768  0.10

***

ORCA calculation (ωB97M-V/def2-TZVPD) on a cluster of 2 separate species, C4H15N2S in total.

HOMO energy in eV: -12.768
Kohn-Sham gap in eV: 9.47
E in eV: -18199.985
LUMO level in eV: -3.29
Molar mass in g/mol: 123.24
Energy above the lowest of the compared OMol25 structures with the same formula, charge and spin in kJ/mol: 101.5
Total charge: +1

Each line ends with the Löwdin charge.
Positions of all 22 atoms, in Å:
C -2.982 -0.884 1.365  -0.34
S -1.234 -1.412 0.984  0.76
C -1.401 -1.225 -0.797  -0.45
H -3.724 -1.522 0.843  0.06
H -3.101 0.173 1.146  0.03
H -3.049 -1.064 2.444  0.03
H -0.482 -1.463 -1.347  0.04
H -2.146 -1.948 -1.171  0.05
H -1.777 -0.262 -1.140  0.04
C 2.334 0.640 -0.651  -0.26
N 3.316 1.078 -1.665  0.02
C 1.143 1.584 -0.722  -0.14
N 0.231 1.402 0.522  0.15
H 2.731 0.612 0.393  0.12
H 1.964 -0.379 -0.922  0.13
H 3.762 1.955 -1.421  0.08
H 4.069 0.426 -1.744  0.07
H 0.457 1.381 -1.579  0.14
H 1.428 2.602 -0.708  0.11
H -0.557 2.060 0.479  0.17
H -0.072 0.406 0.468  0.01
H 0.859 1.570 1.352  0.18

***

ORCA calculation (ωB97M-V/def2-TZVPD) on a cluster of 5 separate species, C24H34BFN6O6 in total.

Structure (SMILES): CN(C)C(=O)CN(CC(=O)F)C(=O)OCB(O)O.c1cc[nH]c1.c1cc[nH]c1.c1cc[nH]c1.c1cc[nH]c1
HOMO energy in eV: -8.015
Kohn-Sham gap in eV: 7.96
E in eV: -50058.665
LUMO level in eV: -0.06
Molar mass in g/mol: 532.38
Total charge: 0

Each line ends with the Löwdin charge.
Positions of all 72 atoms, in Å:
C -0.912 -4.533 -0.209  -0.08
N -0.171 -4.418 -1.492  -0.17
C -1.057 -3.761 -2.505  -0.08
C 0.949 -3.467 -1.367  -0.42
O 0.740 -2.400 -0.888  0.14
C 2.306 -3.953 -1.948  -0.05
N 3.469 -3.896 -1.069  -0.05
C 3.665 -5.032 -0.183  -0.05
C 2.548 -5.320 0.847  -0.43
O 2.467 -4.852 1.891  0.20
F 1.594 -6.245 0.504  0.08
C 3.732 -2.620 -0.476  -0.53
O 3.276 -2.308 0.568  0.18
O 4.494 -1.815 -1.244  0.03
C 4.917 -0.634 -0.526  -0.05
B 3.875 0.591 -0.716  -0.54
O 3.532 0.947 -2.039  0.12
O 3.333 1.214 0.405  0.14
H -1.941 -4.123 -0.287  0.09
H -0.358 -4.123 0.652  0.07
H -1.056 -5.617 0.003  0.08
H -1.677 -4.484 -3.061  0.09
H -1.645 -2.933 -2.051  0.08
H -0.379 -3.265 -3.239  0.09
H 2.185 -4.999 -2.295  0.14
H 2.487 -3.357 -2.872  0.15
H 4.589 -4.846 0.401  0.15
H 3.884 -5.923 -0.806  0.14
H 5.194 -0.805 0.528  0.13
H 5.850 -0.292 -1.036  0.14
H 2.644 0.565 -2.169  0.11
H 3.665 2.126 0.476  0.12
C -5.059 0.444 -2.075  -0.11
C -4.845 0.347 -3.475  -0.12
C -3.497 0.199 -3.673  -0.15
N -2.888 0.207 -2.446  0.00
C -3.835 0.351 -1.468  -0.14
H -6.004 0.567 -1.572  0.09
H -5.595 0.381 -4.249  0.09
H -2.920 0.090 -4.576  0.10
H -1.900 0.120 -2.289  0.14
H -3.555 0.376 -0.427  0.11
C 1.680 5.743 -0.843  -0.11
C 0.781 5.536 0.237  -0.11
C 0.702 4.184 0.448  -0.13
N 1.513 3.567 -0.465  0.00
C 2.117 4.510 -1.253  -0.14
H 1.973 6.689 -1.270  0.09
H 0.254 6.293 0.795  0.07
H 0.139 3.610 1.165  0.11
H 1.647 2.574 -0.545  0.12
H 2.801 4.222 -2.034  0.11
C -3.500 8.215 2.664  -0.12
C -3.688 7.698 1.355  -0.11
C -2.507 7.856 0.680  -0.15
N -1.613 8.453 1.529  0.00
C -2.211 8.670 2.742  -0.15
H -4.229 8.248 3.458  0.09
H -4.588 7.259 0.955  0.09
H -2.225 7.597 -0.327  0.11
H -0.666 8.693 1.298  0.14
H -1.668 9.129 3.551  0.10
C -2.448 -3.879 4.030  -0.12
C -1.668 -2.754 4.405  -0.12
C -0.384 -2.989 3.985  -0.14
N -0.357 -4.212 3.375  0.01
C -1.611 -4.759 3.393  -0.15
H -3.502 -4.025 4.205  0.09
H -2.011 -1.873 4.924  0.09
H 0.510 -2.393 4.068  0.11
H 0.459 -4.643 2.973  0.11
H -1.799 -5.726 2.954  0.11

***

ORCA calculation (ωB97M-V/def2-TZVPD) on a cluster of 3 separate species, C3H7NO2S in total.

HOMO energy in eV: -8.787
Kohn-Sham gap in eV: 3.61
E in eV: -19637.484
LUMO level in eV: -5.18
Molar mass in g/mol: 121.16
Energy above the lowest of the compared OMol25 structures with the same formula, charge and spin in kJ/mol: 783.5
Total charge: 0

Each line ends with the Löwdin charge.
Positions of all 14 atoms, in Å:
C 0.657 -0.832 -0.896  -0.15
C 0.926 -0.982 0.644  -0.17
S 3.337 0.315 -0.250  0.54
N -0.445 -1.198 0.068  0.13
C -2.635 1.242 0.385  -0.51
O -1.532 1.484 1.009  -0.11
O -2.777 0.307 -0.476  -0.13
H 0.654 0.249 -1.201  0.11
H 1.102 -1.696 -1.469  0.13
H 1.433 -1.930 0.841  0.11
H 1.074 -0.086 1.206  0.07
H 2.862 1.584 -0.275  -0.22
H -1.174 -0.448 -0.158  0.07
H -3.482 1.992 0.573  0.13

***

Repeat the first record exactly.
ORCA calculation (ωB97M-V/def2-TZVPD) on an isolated molecule of C6H8S.

Structure (SMILES): SC1C=CCC=C1
HOMO energy in eV: -8.941
Kohn-Sham gap in eV: 9.91
E in eV: -17185.951
LUMO level in eV: 0.97
Molar mass in g/mol: 112.20
Energy above the lowest of the compared OMol25 structures with the same formula, charge and spin in kJ/mol: 50.1
Total charge: 0

Each line ends with the Löwdin charge.
Positions of all 15 atoms, in Å:
S -2.383 0.395 1.382  0.75
C -0.653 -0.191 1.157  -0.65
C -0.585 -1.235 0.041  -0.13
C 0.197 -1.074 -1.020  -0.11
C 1.101 0.088 -1.240  -0.20
C 1.064 1.045 -0.118  -0.10
C 0.282 0.939 0.964  -0.14
H -2.522 0.906 0.202  -0.17
H -0.485 -0.704 2.103  0.09
H -1.236 -2.136 0.208  0.12
H 0.217 -1.872 -1.751  0.10
H 0.829 0.627 -2.165  0.12
H 2.123 -0.325 -1.357  0.13
H 1.715 1.871 -0.175  0.09
H 0.335 1.666 1.768  0.10